DFT (ωB97M-V with the def2-TZVPD basis set) results for a 2-piece molecular cluster, ClHNO2S overall.

The calculation puts the energy above the lowest of the compared OMol25 structures with the same formula, charge and spin at 3.138 eV. The max |F| comes out at 0.070 hartree/bohr. As for the total energy: -1064.16087 hartree. The frontier orbital gap (spin up / spin down) comes out at 4.06 / 4.06 eV. The HOMO energy (spin up / spin down) is -1.955 / -1.958 eV. As for the charge: -1. The multiplicity is 1. As for the molar mass: 114.533 g/mol. As for the LUMO energy (spin up / spin down): 2.10 / 2.11 eV.

Last column: Mulliken charge in e.
Positions of all 6 atoms, in Å:
N: -2.108 0.830 -0.854  -0.57
O: 1.798 0.190 -0.396  -0.38
O: 2.146 -1.754 0.899  -0.47
S: 1.143 -0.741 0.507  0.75
Cl: -1.883 0.466 0.861  -0.38
H: -1.097 1.009 -1.017  0.05


DFT (ωB97M-V with the def2-TZVPD basis set) results for C26H20MoN5O4S4Sb as an isolated structure.

The calculation puts the energy above the lowest of the compared OMol25 structures with the same formula, charge and spin at 2.254 eV. The max |F| comes out at 0.043 hartree/bohr. As for the total energy: -3478.92416 hartree. The frontier orbital gap (spin up / spin down) comes out at 4.67 / 4.68 eV. The HOMO energy (spin up / spin down) is -0.646 / -0.656 eV. As for the charge: -2. The multiplicity is 1. As for the molar mass: 812.445 g/mol. As for the LUMO energy (spin up / spin down): 4.02 / 4.03 eV.

Last column: Mulliken charge in e.
Positions of all 61 atoms, in Å:
Mo: 0.170 0.009 -0.061  -0.20
O: 1.910 1.976 -3.375  -0.81
C: 1.328 1.212 -2.610  -0.23
N: 0.801 1.479 -1.403  0.51
C: 0.976 2.819 -0.879  -0.99
C: 1.285 2.734 0.596  0.62
C: 1.475 3.870 1.386  -0.82
C: 1.643 3.729 2.740  -0.20
C: 1.645 2.466 3.303  -1.06
C: 1.477 1.383 2.460  -0.21
N: 1.301 1.515 1.149  0.64
C: 1.158 -0.263 -2.936  0.09
C: 1.630 -0.792 -4.098  -0.40
C: 1.555 -2.185 -4.269  -0.41
C: 0.994 -2.941 -3.283  -1.10
C: 0.482 -2.310 -2.133  -0.64
N: 0.618 -1.001 -1.944  0.85
H: 0.055 3.399 -0.998  0.07
H: 1.773 3.341 -1.407  0.52
H: 1.458 4.846 0.914  0.47
H: 1.755 4.607 3.368  0.38
H: 1.742 2.310 4.369  0.42
H: 1.483 0.368 2.835  0.41
H: 2.078 -0.125 -4.823  0.49
H: 1.954 -2.652 -5.164  0.38
H: 0.896 -4.015 -3.369  0.45
H: 0.158 -2.886 -1.285  0.99
O: 4.219 -2.006 -0.808  -0.80
C: 3.922 -3.179 -0.222  0.34
C: 4.780 -4.256 -0.467  -0.64
C: 4.531 -5.490 0.102  -0.26
C: 3.420 -5.677 0.926  -0.76
C: 2.573 -4.609 1.167  -0.46
C: 2.808 -3.352 0.611  0.32
C: 1.847 -2.226 0.831  1.12
O: 2.039 -1.109 0.187  -0.83
N: 0.842 -2.444 1.616  -1.32
N: -0.026 -1.324 1.575  1.33
C: -0.837 -1.254 2.563  -0.71
C: -1.733 -0.144 2.816  0.83
C: -2.452 -0.158 4.029  -0.91
C: -3.281 0.875 4.384  -0.66
C: -3.424 1.964 3.502  -0.45
C: -2.751 2.005 2.305  -0.51
C: -1.895 0.949 1.942  0.54
O: -1.279 1.030 0.771  -0.17
H: 3.471 -1.390 -0.610  0.39
H: 5.630 -4.092 -1.119  0.42
H: 5.202 -6.317 -0.103  0.36
H: 3.215 -6.645 1.363  0.39
H: 1.695 -4.720 1.792  0.45
H: -0.810 -2.074 3.276  0.20
H: -2.335 -1.016 4.685  0.33
H: -3.834 0.841 5.317  0.36
H: -4.100 2.775 3.752  0.39
H: -2.896 2.799 1.581  0.26
S: -5.635 0.918 -0.583  -0.78
Sb: -3.763 1.200 -1.883  0.40
S: -2.139 -0.985 -0.751  -0.13
S: -2.456 -2.374 -2.182  -0.46
S: -2.800 3.260 -1.417  -0.80


DFT (ωB97M-V with the def2-TZVPD basis set) results for C13H32N2O6P2 as an isolated structure.

The calculation puts the energy above the lowest of the compared OMol25 structures with the same formula, charge and spin at 16.172 eV. The max |F| comes out at 0.258 hartree/bohr. As for the total energy: -1757.79649 hartree. The frontier orbital gap comes out at 10.03 eV. The HOMO energy is -9.266 eV. The multiplicity is 1. As for the molar mass: 374.355 g/mol. As for the LUMO energy: 0.76 eV.

Last column: Mulliken charge in e.
Positions of all 55 atoms, in Å:
C: -4.633 0.117 2.892  -1.39
C: -3.681 -0.874 2.585  -0.14
H: -3.770 -1.268 1.518  0.24
H: -3.737 -1.744 3.132  0.48
O: -2.392 -0.146 2.655  -0.37
P: -1.087 -0.165 1.577  0.59
O: -1.567 -0.285 0.291  -0.67
O: -0.182 -1.421 1.803  -0.35
C: -0.117 -2.636 1.044  -0.34
C: -0.811 -3.692 1.917  -1.19
H: -0.656 -4.871 1.304  0.28
H: -0.343 -3.963 2.730  0.46
H: -1.910 -3.315 1.960  0.18
H: -0.570 -2.538 0.221  0.33
H: 0.889 -2.820 0.877  0.58
H: -4.425 0.469 3.867  0.33
H: -5.602 -0.172 2.717  0.51
H: -4.473 1.025 2.173  0.17
C: -0.326 1.134 2.203  -0.57
N: -0.261 2.410 1.555  0.12
C: -1.777 2.837 1.178  -1.11
C: -2.228 3.153 2.604  -1.44
H: -1.774 3.920 3.087  0.38
H: -3.235 3.609 2.450  0.46
H: -2.706 2.291 3.086  0.27
H: -1.842 3.641 0.615  0.92
H: -2.302 2.174 0.854  0.60
C: 0.465 2.536 0.374  -2.12
H: 0.513 3.739 0.063  0.30
C: 0.425 1.785 -0.761  0.22
N: 0.961 0.367 -0.592  0.46
P: 1.824 -0.293 -1.835  0.62
O: 2.216 -1.750 -1.344  -0.84
O: 1.162 -0.052 -3.188  -0.21
C: 0.267 -1.130 -3.566  -0.90
C: -1.220 -1.062 -3.077  -0.78
H: -2.008 -1.614 -3.603  0.46
H: -1.092 -0.856 -1.858  0.16
H: -1.467 0.054 -3.547  0.18
H: 0.682 -2.290 -3.122  0.28
H: 0.369 -1.192 -4.465  0.83
O: 3.363 0.577 -1.840  -0.60
C: 4.429 0.194 -2.450  -0.65
C: 4.386 0.122 -3.925  -1.21
H: 3.591 -0.821 -4.309  0.13
H: 3.944 1.005 -4.292  0.34
H: 5.279 -0.225 -4.169  0.56
H: 4.480 -0.649 -1.797  0.51
H: 4.995 0.805 -2.158  0.62
H: 0.540 -0.250 -0.125  0.04
H: -0.720 1.592 -1.114  0.07
H: 0.863 2.151 -1.707  0.67
H: 1.349 2.572 0.806  0.90
H: 0.886 1.007 2.276  0.43
H: -0.490 1.403 3.389  0.21


DFT (ωB97M-V with the def2-TZVPD basis set) results for C4H7GdO2 as an isolated structure.

The calculation puts the energy above the lowest of the compared OMol25 structures with the same formula, charge and spin at 4.282 eV. The max |F| comes out at 0.060 hartree/bohr. As for the total energy: -1071.81428 hartree. The frontier orbital gap (spin up / spin down) comes out at 5.17 / 3.05 eV. The HOMO energy (spin up / spin down) is -14.468 / -15.865 eV. As for the charge: +2. The multiplicity is 8. As for the molar mass: 244.348 g/mol. As for the LUMO energy (spin up / spin down): -9.30 / -12.81 eV.

Last column: Mulliken charge in e.
Positions of all 14 atoms, in Å:
H: -0.293 0.940 -0.241  0.31
O: 1.031 1.282 1.686  -0.29
C: 0.734 0.135 1.359  -0.04
C: -0.207 -0.085 0.232  -0.39
C: 0.352 -1.054 -0.820  -0.47
C: -0.667 -1.381 -1.882  0.16
O: -0.431 -1.361 -3.065  0.02
Gd: 0.265 3.605 2.370  1.01
H: 1.422 -0.680 1.647  0.42
H: -1.263 3.335 1.156  -0.31
H: -1.081 -0.575 0.705  0.36
H: 0.600 -2.012 -0.332  0.42
H: 1.252 -0.643 -1.294  0.39
H: -1.714 -1.506 -1.521  0.42


DFT (ωB97M-V with the def2-TZVPD basis set) results for a single C6H12ClN molecule.

The calculation puts the energy above the lowest of the compared OMol25 structures with the same formula, charge and spin at 4.429 eV. The max |F| comes out at 0.108 hartree/bohr. As for the total energy: -750.61018 hartree. The frontier orbital gap comes out at 8.75 eV. The HOMO energy is -8.045 eV. The multiplicity is 1. As for the molar mass: 133.622 g/mol. As for the LUMO energy: 0.70 eV.

Last column: Mulliken charge in e.
Positions of all 20 atoms, in Å:
C: 0.284 0.678 0.069  1.79
C: -0.292 -0.744 -0.006  0.73
C: -0.556 1.737 0.908  -1.82
C: 0.555 1.319 -1.268  -2.26
C: -1.024 -1.264 1.176  -1.44
C: 0.163 -1.686 -1.033  -1.27
N: 1.286 0.146 0.924  -0.46
Cl: 2.737 -0.276 0.234  -0.14
H: -0.441 2.661 0.506  0.53
H: -0.172 1.622 1.996  0.35
H: -1.533 1.422 0.889  0.40
H: 1.152 0.773 -1.841  0.61
H: 1.053 2.209 -1.089  0.58
H: -0.361 1.570 -1.707  0.43
H: -0.936 -0.637 2.023  0.36
H: -0.790 -2.263 1.563  0.39
H: -2.153 -1.376 0.795  0.29
H: -0.067 -1.365 -2.099  0.28
H: -0.124 -2.825 -0.975  0.31
H: 1.220 -1.702 -1.065  0.35


DFT (ωB97M-V with the def2-TZVPD basis set) results for C21H22ClN4OPtS as an isolated structure.

The max |F| comes out at 0.047 hartree/bohr. As for the total energy: -2084.38361 hartree. The frontier orbital gap (spin up / spin down) comes out at 4.17 / 4.17 eV. The HOMO energy (spin up / spin down) is -17.124 / -17.124 eV. As for the charge: +3. The multiplicity is 1. As for the molar mass: 609.032 g/mol. As for the LUMO energy (spin up / spin down): -12.95 / -12.95 eV.

Last column: Mulliken charge in e.
Positions of all 51 atoms, in Å:
Pt: -0.516 0.039 -0.953  0.74
Cl: 3.725 -5.740 -1.890  0.05
C: 2.471 -4.677 -1.813  0.52
C: 1.145 -5.193 -1.501  -0.58
C: 0.131 -4.342 -1.347  -0.53
C: 0.344 -2.888 -1.496  0.92
O: -0.574 -2.129 -1.259  -0.69
C: 1.697 -2.394 -1.948  0.52
C: 1.952 -1.033 -2.303  -0.30
N: 1.046 -0.091 -2.374  -0.26
C: 1.250 1.089 -3.049  0.56
C: 2.268 1.328 -3.980  -0.34
C: 2.353 2.553 -4.627  -1.15
C: 1.388 3.520 -4.420  -0.69
C: 0.307 3.293 -3.535  0.75
C: -0.739 4.220 -3.327  -0.46
C: -1.742 3.923 -2.441  -0.84
C: -1.690 2.716 -1.741  0.19
N: -0.703 1.840 -1.918  -0.25
C: 0.272 2.089 -2.822  0.54
C: 2.706 -3.309 -2.062  -0.94
H: 1.001 -6.262 -1.414  0.47
H: -0.870 -4.674 -1.101  0.50
H: 2.982 -0.793 -2.547  0.53
H: 2.992 0.559 -4.215  0.41
H: 3.176 2.747 -5.300  0.44
H: 1.445 4.470 -4.938  0.46
H: -0.748 5.149 -3.885  0.48
H: -2.568 4.599 -2.276  0.44
H: -2.457 2.447 -1.027  0.36
H: 3.693 -2.994 -2.378  0.48
C: -3.121 -1.143 5.333  -1.11
C: -2.678 0.120 4.616  -0.23
N: -2.607 -0.082 3.149  -0.19
C: -1.624 0.026 2.280  0.89
S: -2.212 0.114 0.622  -0.47
N: -0.327 0.071 2.549  0.02
C: 0.381 -0.159 3.826  -0.65
C: 0.799 1.130 4.517  -1.02
H: -3.282 -0.924 6.387  0.37
H: -2.376 -1.936 5.254  0.27
H: -4.062 -1.518 4.928  0.37
H: -1.736 0.487 4.996  0.02
H: -3.415 0.905 4.781  0.37
H: -3.510 -0.282 2.738  0.27
H: 0.264 0.295 1.765  0.07
H: 1.266 -0.748 3.588  0.36
H: -0.246 -0.774 4.463  0.30
H: 1.511 1.692 3.911  0.37
H: 1.291 0.884 5.458  0.35
H: -0.052 1.777 4.731  0.31


Q: Among the records above, which one has the lowest max |F|?
A: C26H20MoN5O4S4Sb


Q: Which of these has the highest multiplicity?
A: C4H7GdO2


Q: Which value of max |F| does entry 3 give?
A: 0.258 hartree/bohr